Entry 1:
87
Properties=species:S:1:pos:R:3:forces:R:3 method="wB97M-V/def2-TZVPD" charge=0 s_squared=8.848 multiplicity=6 homo_lumo_gap_ha="0.12733 / 0.20522"
Mn 9.737984 10.835235 10.599672 -1.061 0.310 -0.293
C 6.934303 8.077050 11.015749 -0.444 -1.369 -0.782
C 7.403751 9.385920 10.527013 -0.493 -0.037 -1.774
O 8.138251 10.123790 11.295416 0.353 0.353 0.735
C 7.002730 9.823871 9.211542 0.550 0.198 1.338
C 5.997506 9.130268 8.543421 -0.828 -0.150 -1.278
C 5.310336 9.718223 7.470415 0.343 -1.103 -0.094
C 5.630793 10.990807 7.066462 -0.116 1.346 -0.677
C 6.686386 11.693404 7.670022 0.266 -0.992 0.451
C 7.515939 11.047065 8.628692 -1.433 0.100 -0.954
O 8.675262 11.548335 8.898708 1.369 0.046 1.455
H 7.163922 7.931216 12.064045 -0.033 0.074 0.226
H 7.455381 7.244891 10.438024 -0.576 0.608 0.568
H 5.831801 7.953588 10.823840 0.965 -0.014 0.436
H 5.777125 8.102406 8.825387 -0.158 0.315 -0.011
H 4.617990 9.156143 6.844016 -0.044 -0.048 0.439
H 5.069560 11.418274 6.202378 0.500 -0.133 0.856
H 6.974211 12.705841 7.431312 -0.019 0.063 -0.430
O 11.555025 11.708264 10.327760 1.097 -0.164 -1.170
S 12.579393 11.207016 9.275545 0.045 0.346 1.168
C 13.053787 12.674459 8.292631 -0.730 -0.791 -0.199
C 13.695813 13.594667 9.276722 0.854 0.482 0.596
C 14.644805 12.759988 10.198411 -1.025 0.594 0.669
C 14.158229 11.308210 10.218414 -0.103 -0.531 0.237
H 12.104460 13.009907 7.871769 0.076 0.236 0.011
H 13.665116 12.308043 7.474415 0.315 -0.098 -0.071
H 12.867971 13.984321 9.845937 -0.132 0.235 0.582
H 14.215932 14.475042 8.864529 -0.188 -0.495 -0.170
H 14.644615 13.194276 11.228701 0.036 -0.346 -0.830
H 15.658261 12.735458 9.850837 0.552 0.366 -0.300
H 13.995053 10.923968 11.248920 -0.206 0.107 -0.832
H 14.887818 10.649468 9.725686 -0.333 0.048 0.064
Cl 13.679024 8.222648 13.556153 1.019 1.164 1.018
C 14.668577 9.414293 14.578752 -1.069 -0.204 0.220
Cl 14.442080 11.096536 14.040115 0.033 -0.181 -0.159
H 15.723079 9.179100 14.498696 -0.130 -0.193 -0.130
H 14.322025 9.427948 15.636312 0.162 -0.523 -0.981
C 9.889086 8.298356 14.414712 0.285 -0.158 -0.068
C 9.406005 8.772512 15.635219 -0.952 -1.589 0.223
C 10.248522 9.285450 16.659341 -0.278 0.640 -0.932
C 9.744854 10.051915 17.669094 -0.137 0.922 0.644
C 8.347701 10.193733 17.812399 0.766 -0.137 -0.032
C 7.519064 9.539485 16.914720 -0.257 -1.132 0.183
C 8.002958 8.679583 15.945136 0.667 1.498 -0.596
H 9.269179 8.072125 13.546931 -0.064 0.023 0.445
H 10.951506 8.173899 14.282505 0.190 0.161 -0.099
H 11.302983 9.272446 16.511420 0.733 -0.112 -0.208
H 10.457056 10.684479 18.245047 -0.723 -0.859 -0.004
H 7.926645 10.698810 18.664010 -0.048 0.456 -0.043
H 6.454740 9.597173 17.003084 -0.512 0.110 0.357
H 7.316261 8.110631 15.315873 0.307 0.286 0.019
S 10.536369 8.332969 10.097882 -0.501 -0.546 -0.395
C 10.588235 7.452796 8.643939 1.034 0.252 1.222
N 10.463776 6.085447 8.565617 0.002 1.303 0.019
C 10.909319 5.614000 7.277458 -0.587 -0.051 -1.261
C 11.522516 6.868770 6.610887 1.481 -0.255 -1.008
N 11.097818 7.940318 7.491870 -0.348 -1.122 -0.053
H 9.859386 5.562228 9.193961 0.395 0.434 -0.236
H 10.076384 5.280599 6.640131 0.082 -0.167 0.352
H 11.641204 4.815474 7.349177 0.006 -0.094 0.118
H 11.219333 7.025796 5.554425 -0.254 -0.141 0.718
H 12.658973 6.738288 6.521963 -1.312 0.485 0.567
H 11.270886 8.914946 7.337267 0.039 0.094 0.249
N 10.835529 15.696623 15.487552 0.486 0.312 0.223
C 10.513105 16.953786 16.001587 -1.423 -0.578 -0.355
C 11.145297 17.773328 16.918682 0.987 0.167 -0.494
C 10.453372 18.860440 17.398257 0.053 -0.234 0.387
C 9.114442 19.083406 17.028125 0.700 0.320 -0.064
C 8.478906 18.296754 16.099772 -1.033 -0.390 -0.817
C 9.137481 17.155479 15.614110 1.486 0.074 1.563
N 8.634193 16.031011 15.018537 1.632 -0.560 -0.595
C 9.688498 15.210347 14.931181 -1.368 1.186 0.536
C 9.620743 13.951058 14.247494 0.411 0.085 -0.719
C 10.812290 13.277388 13.963355 -0.086 -1.201 0.082
C 10.782680 12.224914 13.056236 -1.306 0.714 0.498
N 9.629380 11.933132 12.403863 0.843 -0.306 0.069
C 8.471789 12.530935 12.740097 1.639 0.727 0.598
C 8.422534 13.576053 13.663948 0.564 -0.811 -0.786
H 11.760849 15.231292 15.479860 -1.266 0.686 0.127
H 12.191765 17.611290 17.180673 -0.280 -0.022 0.100
H 10.973188 19.499227 18.115832 -0.421 -0.039 -0.219
H 8.636593 19.915654 17.500292 -0.457 0.392 -0.085
H 7.463783 18.495566 15.692808 0.694 -0.090 0.762
H 11.736823 13.489687 14.501163 -0.204 0.009 -0.290
H 11.654074 11.607990 12.868797 -0.123 0.174 -0.282
H 7.619998 12.242370 12.196151 -0.853 -0.530 -0.649
H 7.526537 14.160352 13.776492 -0.100 -0.007 0.298

Entry 2:
25
Properties=species:S:1:pos:R:3:forces:R:3 method="wB97M-V/def2-TZVPD" charge=+1 s_squared=0.754 multiplicity=2 homo_lumo_gap_ha="0.30154 / 0.41453"
O -1.901297 -0.256260 -1.966502 -0.745 0.737 0.020
O -2.835089 -1.880978 -3.047972 -0.127 0.469 0.353
O -1.193044 -2.359340 -1.589268 0.291 -0.058 0.711
C -1.949055 -1.577141 -2.139155 0.382 -0.310 -0.750
C -3.058286 -3.277853 -3.308354 0.019 -0.463 -0.058
H -3.857648 -3.310783 -4.051896 0.222 0.047 0.209
H -3.369240 -3.781490 -2.385910 0.102 0.103 -0.265
H -2.143772 -3.732529 -3.705665 -0.248 0.095 0.129
Li 0.549030 -1.755449 -0.088977 -0.273 0.401 -0.252
C -0.417262 1.520866 -1.043087 -0.866 1.532 0.918
H -0.003110 2.096688 -1.870846 -0.493 -0.521 -0.112
C -0.920879 0.133665 -1.034328 2.690 0.019 -2.277
H -1.173502 -0.286503 -0.049906 0.647 0.271 -0.337
O 0.106394 1.992975 0.150676 0.004 0.000 0.183
C 0.902554 1.241408 0.919262 -0.041 0.753 0.426
O 1.120461 0.054484 0.758102 0.059 -0.995 -0.291
O 1.391917 1.983858 1.874111 -0.292 -0.067 -0.468
C 2.275499 1.346426 2.831548 0.248 -0.411 0.197
C 2.792115 2.418594 3.756333 0.067 0.169 0.092
H 3.086153 0.859719 2.274390 -0.209 0.093 0.144
H 1.699097 0.579231 3.364561 0.125 0.185 -0.127
H 3.431748 3.126897 3.213447 -0.203 -0.171 0.174
H 3.389162 1.945785 4.546653 -0.136 0.138 -0.193
H 1.964446 2.967267 4.224664 0.236 -0.163 -0.121
H 0.113609 -0.049536 -1.631881 -1.459 -1.854 1.693

Entry 3:
44
Properties=species:S:1:pos:R:3:forces:R:3 method="wB97M-V/def2-TZVPD" charge=0 multiplicity=1 homo_lumo_gap_ha=0.32408
Pt -0.971112 0.023961 -0.140706 0.238 0.076 -0.038
C 3.744904 1.064512 1.079174 -0.034 -0.033 -0.039
N 2.750751 0.463982 0.203782 0.042 0.152 0.040
C 2.923398 0.935627 -1.158653 -0.014 -0.020 -0.004
C 2.846608 -0.968148 0.303098 -0.120 -0.048 0.197
C 1.836181 -1.797611 -0.464281 0.041 0.108 -0.208
N 0.373205 -1.768518 -0.147000 -0.037 0.426 0.240
C 0.200520 -2.248323 1.245613 -0.019 -0.091 0.073
C -0.185010 -2.795036 -1.068204 -0.055 0.025 -0.052
H 4.761526 0.693345 0.862556 0.007 0.025 0.001
H 3.512549 0.840272 2.121217 0.005 0.003 -0.001
H 3.751265 2.144412 0.948092 -0.046 0.068 0.023
H 3.906607 0.653441 -1.573645 0.008 -0.018 0.007
H 2.834323 2.019964 -1.178588 0.027 -0.040 -0.057
H 2.145725 0.532406 -1.807453 -0.015 0.043 0.023
H 2.823257 -1.238784 1.362490 -0.039 0.000 -0.009
H 3.828878 -1.315631 -0.075992 0.000 -0.070 0.025
H 2.138158 -2.835337 -0.280366 0.040 -0.006 -0.109
H 1.936130 -1.637488 -1.537838 -0.030 0.133 0.022
H 0.760153 -3.179258 1.392111 0.010 0.005 -0.020
H -0.853130 -2.438791 1.431967 0.012 0.007 -0.013
H 0.561458 -1.496004 1.944153 0.025 0.005 -0.027
H 0.395320 -3.716412 -0.963343 -0.040 -0.003 -0.010
H -0.101743 -2.436010 -2.092583 0.017 0.008 0.006
H -1.222037 -2.988838 -0.839014 -0.094 0.042 0.059
N -2.352119 1.504489 -0.023850 -0.060 -0.029 0.034
C -3.766118 1.073165 -0.002767 -0.016 0.034 0.018
C -3.972262 0.035585 1.084048 0.026 -0.001 -0.027
C -3.407090 -1.339315 0.737364 0.046 -0.032 -0.054
O -3.934367 -2.340075 1.168004 -0.024 0.016 0.020
O -2.373100 -1.389546 -0.073366 -0.077 -0.185 0.036
H -2.128150 2.003383 0.837567 -0.006 0.013 -0.003
H -2.160737 2.153588 -0.783766 -0.053 -0.017 -0.022
H -4.001391 0.657933 -0.981471 0.004 0.001 -0.004
H -4.399968 1.945633 0.165623 -0.019 -0.012 0.004
H -5.032911 -0.100553 1.285887 -0.004 0.009 -0.005
H -3.515516 0.376197 2.018832 -0.003 -0.012 0.006
O 0.191186 1.740457 -0.203344 0.200 -0.593 -0.174
N 0.201454 2.324240 0.955787 -0.016 0.068 0.031
C 0.774187 3.491502 0.977923 0.049 -0.045 -0.020
C 1.353606 4.087173 -0.193091 0.025 -0.010 0.002
N 1.811005 4.550205 -1.140201 -0.008 0.017 0.016
C 0.809473 4.193410 2.225189 0.022 -0.026 0.030
N 0.846777 4.762073 3.222897 -0.013 0.012 -0.015

Entry 4:
47
Properties=species:S:1:pos:R:3:forces:R:3 method="wB97M-V/def2-TZVPD" charge=0 multiplicity=1 homo_lumo_gap_ha=0.30916 smiles="CN(Cc1ccco1)C(=O)C1CCN(c2nnc(-n3cccc3)s2)CC1"
C -1.468139 0.400187 -1.798548 -0.060 -0.192 0.280
N -0.433025 0.461368 -2.806294 -0.222 0.069 -0.315
C 0.830660 0.002882 -2.653976 -0.217 -0.225 0.363
O 1.666772 0.115124 -3.531630 0.447 0.017 -0.180
C 1.176935 -0.646485 -1.319159 0.251 0.001 -0.280
H 0.283956 -1.048893 -0.837241 -0.001 0.060 0.020
C 1.835422 0.414606 -0.416084 -0.031 -0.039 0.092
H 2.435598 1.090254 -1.026823 -0.014 0.049 -0.023
C 2.739928 -0.273586 0.622551 -0.129 0.259 -0.060
N 2.254654 -1.601986 0.909427 0.442 0.075 -0.111
C 1.244508 -1.789962 1.772815 -0.392 0.372 0.842
N 0.537862 -2.869510 1.864755 0.931 -0.221 -1.259
N -0.351094 -2.856727 2.850691 -1.218 0.108 1.396
C -0.365428 -1.777486 3.541906 1.153 0.252 -1.117
N -1.187711 -1.542737 4.603366 -0.545 0.020 0.600
C -1.228841 -0.407518 5.370082 0.037 0.382 0.199
C -2.181203 -0.572569 6.328871 0.083 0.129 -0.020
C -2.746442 -1.858735 6.143582 0.007 -0.093 -0.068
C -2.118863 -2.431194 5.080046 -0.257 -0.311 0.081
H -2.238520 -3.385454 4.609938 -0.004 -0.155 -0.091
H -3.524950 -2.299223 6.733873 -0.134 -0.141 0.063
H -2.451913 0.138361 7.083772 0.003 0.173 0.107
H -0.575250 0.418282 5.167027 0.097 0.133 -0.019
S 0.814213 -0.567506 2.991397 -0.333 -0.791 -0.159
C 2.400319 -2.523485 -0.206216 0.060 -0.339 -0.217
H 1.677369 -3.326293 -0.059389 0.135 0.061 -0.048
C 2.162026 -1.798415 -1.538392 -0.144 0.079 0.061
H 3.088160 -1.392379 -1.945295 -0.016 -0.022 -0.062
H 1.761311 -2.498084 -2.271487 0.087 -0.018 -0.036
H 3.408859 -2.948442 -0.175151 -0.091 -0.062 -0.027
H 2.786091 0.307398 1.545803 0.159 -0.017 -0.067
H 3.755238 -0.380973 0.234138 -0.023 0.070 0.091
H 1.066853 1.004884 0.085896 0.002 0.066 -0.006
C -0.787478 1.113633 -4.061254 0.031 0.102 -0.016
C -1.013497 2.575661 -3.869340 0.815 0.118 -0.146
C -0.140190 3.618356 -3.771676 -0.329 -0.562 -0.109
C -0.926086 4.774222 -3.542924 -0.549 -0.020 0.072
C -2.216610 4.348430 -3.514632 0.397 0.751 0.112
O -2.281905 3.019608 -3.705586 -0.260 -0.385 -0.080
H -3.142881 4.869329 -3.375084 -0.172 -0.018 0.004
H -0.575724 5.778261 -3.420227 -0.008 0.240 0.028
H 0.925146 3.563138 -3.858980 0.249 -0.091 -0.043
H -1.692728 0.650606 -4.465123 0.084 0.019 -0.035
H 0.051118 0.951542 -4.742312 -0.242 0.047 0.053
H -1.808189 -0.626623 -1.637416 -0.042 0.062 0.053
H -1.130212 0.818281 -0.849468 -0.069 -0.011 0.025
H -2.316119 0.989851 -2.140226 0.028 -0.001 0.054

| no. | E_tot (a.u.) |
| --- | --- |
| 1 | -4724.23244 |
| 2 | -732.05245 |
| 3 | -1143.93846 |
| 4 | -1520.92042 |